{"formula": "CH2N2O3Si", "method": "ωB97M-V/def2-TZVPD", "elements": ["C", "N", "N", "O", "O", "O", "Si", "H", "H"], "coordinates": [[-2.18765, -0.69297, 0.36723], [-2.09611, -1.50089, 1.18715], [-2.16159, 0.53491, -0.08402], [-0.03685, 0.30187, 0.71968], [-2.17381, 0.83761, -1.24066], [2.34450, 0.65900, -0.76683], [1.37166, -0.11235, 0.26258], [3.00772, 1.19886, -1.29449], [1.93213, -1.22605, 0.84935]], "forces_ev_per_angstrom": [[-0.1, 0.1, 1.8], [-0.4, -1.3, 0.0], [-1.1, -0.3, -0.3], [2.6, 0.1, -0.3], [0.0, 1.2, -1.8], [0.9, 0.4, -0.6], [-1.3, 2.8, -0.7], [-1.8, -1.4, 1.4], [1.1, -1.6, 0.5]], "nbo_charge": [0.3089, -0.2753, 0.0950, -1.1953, -0.1468, -1.1781, 2.0566, 0.5778, -0.2428], "orbital_gap_ha": [0.3169, 0.3398], "spin_multiplicity": 3, "s2": 2.019, "de_lowest_kcal_mol": 16.8, "homo_ev": [-8.7, -10.7]}